ORCA calculation (the ωB97M-V functional and the def2-TZVPD basis) on 14 unconnected molecules or ions with the total composition C54H101Cl4NO21S5.

Output
molecular weight	1402.5	g/mol
gap between HOMO and LUMO	3.8	eV
electronic energy	-7584.2532	Eh

Last column: Mulliken charge in e.
Atoms and positions in Å:
1 H -3.080 10.047 0.162  0.361
2 C -0.762 4.457 -10.268  -0.671
3 Cl -1.613 -6.175 -8.295  -0.180
4 H -8.786 -1.912 -4.027  0.344
5 C -5.351 -8.497 -0.340  0.511
6 H 1.670 6.760 5.298  0.290
7 C 7.879 2.643 1.459  -0.369
8 H 6.713 -3.021 -3.749  0.313
9 C -2.726 -6.694 9.232  -0.589
10 H 0.337 5.386 8.807  0.418
11 H -2.793 10.390 -1.510  0.276
12 H -7.833 -2.250 -1.783  0.292
13 C 1.724 0.613 1.705  -0.648
14 H 1.772 0.897 2.757  0.291
15 H 4.367 -1.639 9.586  0.256
16 H -1.081 -2.124 0.192  0.388
17 H -0.914 10.797 -0.520  0.318
18 S -1.612 7.638 -2.247  1.033
19 C -6.205 4.806 -6.459  -0.486
20 H 0.886 8.181 9.005  0.357
21 C 5.679 -1.385 -4.824  -0.526
22 C -8.075 3.682 -5.659  0.536
23 O -5.934 1.534 1.264  -0.905
24 H 1.630 8.770 6.497  0.347
25 C -0.453 -5.743 8.486  -0.584
26 C 0.930 7.497 8.158  -0.572
27 C 0.486 5.362 -10.237  -0.538
28 H -4.782 1.970 -0.328  -0.144
29 H 7.337 4.481 0.229  0.367
30 Cl -7.799 -4.347 -2.774  -0.190
31 C 1.009 1.718 0.985  -0.465
32 Cl -0.326 -3.114 -9.417  -0.166
33 H 4.387 -5.631 2.839  0.448
34 H -7.599 -0.827 -3.545  0.285
35 O -4.522 -8.169 -1.296  -0.353
36 H -3.948 -5.709 0.593  0.199
37 H -2.208 -0.617 2.426  0.436
38 H -6.431 2.575 -5.865  0.255
39 H 7.759 1.750 0.846  0.245
40 C -5.681 2.327 0.172  -0.210
41 H 3.319 6.536 5.744  0.411
42 H -0.031 0.263 -1.406  0.069
43 O 2.806 -1.165 7.211  -0.661
44 H -0.029 7.572 7.645  0.286
45 C -0.477 9.084 -1.831  -0.699
46 O -6.278 -9.343 -0.488  -0.642
47 H -0.943 -4.922 -10.859  0.308
48 H 2.626 5.133 -10.693  0.405
49 H 1.772 -9.093 1.029  0.451
50 H -1.766 0.084 -4.531  0.358
51 S -0.195 -6.171 10.218  1.051
52 H 6.902 5.519 2.399  0.287
53 H 2.857 8.210 7.649  0.281
54 H -5.272 5.291 -6.172  0.345
55 C 2.527 -8.629 1.663  -0.698
56 H -6.223 -2.583 -2.350  0.264
57 Cl -6.758 -2.195 -5.296  -0.200
58 H 0.514 8.686 -1.616  0.358
59 C 1.193 5.994 8.512  -0.698
60 C -1.867 -6.243 8.009  -0.613
61 H 2.747 0.584 1.331  0.476
62 O 6.658 3.537 3.242  -0.324
63 S 1.500 2.923 -10.354  1.060
64 C -2.622 9.639 -0.739  -0.593
65 C 3.942 -1.498 7.508  0.514
66 H 4.407 0.417 -4.657  0.284
67 C -1.011 -0.174 -3.788  -1.304
68 O -8.421 4.873 -6.242  -0.363
69 C 4.229 -6.506 2.209  -0.714
70 H 6.151 3.207 0.535  0.188
71 H 2.225 -8.976 2.651  0.307
72 H -3.210 7.635 -0.308  0.361
73 H -3.536 -7.364 8.944  0.350
74 H 4.587 -6.178 1.233  0.326
75 O 2.014 -6.323 0.547  -0.635
76 S 2.413 -6.826 1.844  1.008
77 H 4.439 -9.099 0.691  0.338
78 H 1.428 4.726 -11.935  0.333
79 H -7.397 6.318 -7.242  0.229
80 H -3.191 -5.814 9.677  0.311
81 C 4.007 -8.918 1.675  -0.616
82 O 7.360 1.456 3.576  -0.631
83 H 0.411 -6.101 7.928  0.352
84 H -2.316 -5.442 7.422  0.327
85 C -2.432 -4.986 -9.295  -0.466
86 H -3.063 -4.378 -8.647  0.323
87 H 5.764 -3.782 8.056  0.249
88 O 1.073 -6.864 10.383  -0.638
89 N -0.454 -0.310 1.289  0.327
90 C -3.842 -6.793 0.566  -0.319
91 H 0.333 6.358 -10.654  0.343
92 C -5.223 -7.514 0.765  -0.381
93 O -0.644 -5.020 11.043  -0.627
94 H -1.517 4.892 -9.613  0.331
95 H -0.656 1.746 2.089  0.458
96 H 1.388 -1.000 0.491  0.249
97 C -1.473 -4.183 -10.258  -0.400
98 H -5.449 3.321 0.556  0.159
99 C -1.116 -1.041 0.078  -1.071
100 C 5.727 -2.561 -3.811  -0.414
101 H -0.774 -1.703 2.892  0.357
102 H 6.640 -0.863 7.846  0.252
103 O 2.337 2.688 -9.174  -0.633
104 H 0.703 5.487 -9.176  0.289
105 H -3.190 -5.537 -9.852  0.302
106 H -2.093 -3.516 -10.858  0.279
107 H -3.759 -6.299 -1.629  0.265
108 O 0.723 4.622 6.303  -0.641
109 H 5.544 -1.614 -5.881  0.323
110 C 2.331 6.728 6.164  -0.639
111 H 5.009 -3.356 -4.010  0.248
112 H 8.952 2.835 1.451  0.267
113 H 4.018 -9.935 2.066  0.327
114 H -6.077 4.559 -7.513  0.255
115 O 4.299 -0.818 -3.028  -0.315
116 C -0.391 1.244 1.158  -0.764
117 C 6.105 -1.678 8.334  -0.514
118 C 6.505 4.523 2.204  -0.369
119 H -0.205 0.554 -3.689  0.349
120 H 1.176 1.718 -0.092  0.203
121 H -0.337 2.777 -8.897  0.297
122 H -6.096 -6.896 0.553  0.209
123 H -0.480 -1.066 -4.119  0.313
124 C -3.039 8.261 -1.183  -0.658
125 H -6.140 3.746 -4.542  0.267
126 H -1.372 -8.328 9.787  0.354
127 C 1.636 4.711 -10.865  -0.703
128 C -0.549 -0.693 -1.335  -0.425
129 H -0.783 9.217 0.335  0.320
130 H -0.740 2.114 -10.388  0.440
131 H -0.305 -4.666 8.403  0.335
132 C -3.547 -7.111 -0.933  -0.322
133 C -1.628 -0.638 -2.481  -0.377
134 C -1.635 -7.347 10.182  -0.761
135 C 5.800 -2.892 7.428  -0.404
136 H -7.527 6.536 -5.509  0.274
137 O -0.965 6.464 -1.628  -0.615
138 O 3.035 4.390 7.399  -0.628
139 H -6.449 2.384 -0.599  0.136
140 C 7.338 2.463 2.869  0.549
141 O 1.717 2.105 -11.537  -0.644
142 H -1.038 1.591 0.353  0.284
143 H -0.807 0.038 3.325  0.386
144 H 5.850 -8.152 2.362  0.328
145 C -0.279 3.004 -9.962  -0.605
146 H 6.601 -0.811 -4.735  0.280
147 H -3.019 -7.115 1.204  0.285
148 H -2.526 -7.467 -1.071  0.243
149 H 5.448 4.778 2.124  0.252
150 H 6.670 -1.917 9.236  0.312
151 C 4.796 -1.161 8.705  -0.302
152 C -6.549 3.609 -5.543  -0.436
153 H 4.836 -0.086 8.883  0.269
154 S 1.858 5.156 7.050  1.099
155 C -7.715 -1.874 -3.826  -0.465
156 H 1.235 -1.407 2.208  0.307
157 C 1.054 -0.634 1.462  -0.486
158 O 1.768 -6.528 3.138  -0.625
159 C -1.128 9.729 -0.564  -0.601
160 H 1.999 5.986 9.245  0.338
161 H -3.922 8.142 -1.811  0.388
162 H -1.687 -7.046 7.295  0.282
163 H 1.019 2.771 1.266  0.441
164 H -2.175 -0.803 0.184  0.616
165 C 4.794 -7.946 2.536  -0.536
166 H 3.515 -1.085 -4.884  0.276
167 H 4.658 -8.143 3.600  0.291
168 C -1.138 -0.715 2.609  -0.964
169 H 6.594 -3.261 6.779  0.352
170 H 0.254 -1.370 -1.627  0.521
171 O -8.890 2.895 -5.325  -0.531
172 O 5.283 -2.135 -1.417  -0.571
173 H -2.028 -7.679 11.143  0.451
174 O 4.581 -2.431 6.838  -0.324
175 O -1.916 7.627 -3.699  -0.633
176 C 7.003 3.741 0.957  -0.463
177 C 1.967 7.920 7.091  -0.648
178 H -2.140 -1.597 -2.564  0.332
179 H -1.329 4.369 -11.195  0.297
180 C -7.276 -2.688 -2.612  -0.329
181 C 4.404 -0.649 -4.429  -0.378
182 C -7.393 5.788 -6.290  -0.346
183 H -2.360 0.083 -2.116  0.314
184 H -5.343 -8.017 1.725  0.306
185 H -0.424 9.751 -2.692  0.379
186 C 5.145 -1.876 -2.586  0.479